Entry 1:
C6H13N2 | ωB97M-V with the def2-TZVPD basis set

Geometry as ORCA input:
```
! RIJCOSX wB97M-V def2-TZVPD def2/J DEFGRID3
* xyz 1 1
C 1.87609 0.08875 -0.21650
C 2.77594 1.03224 -0.27648
C 1.64809 -1.22686 0.47713
C 0.73080 -0.69508 -0.60218
C -0.87157 1.40008 -0.08453
C -2.21711 -0.54086 -0.62562
N -1.29787 -0.34285 1.36425
N -1.03492 -0.02769 0.09545
H 2.67575 1.90473 -0.89085
H 3.73648 0.84165 0.13732
H 2.17094 -2.13694 0.13945
H 1.31904 -1.32507 1.47773
H 0.40602 -1.09041 -1.57472
H -1.76358 1.98805 -0.07330
H -0.13555 1.76063 0.81674
H -0.20782 1.72228 -0.92772
H -2.04564 -0.17363 -1.56222
H -2.07789 -1.60345 -0.75658
H -3.23717 -0.36317 -0.36638
H -0.52250 -0.05706 2.02575
H -1.92753 -1.15536 1.42328
*
```

Calculated values
Frontier orbital gap (spin up / spin down) ... 9.05 / 9.05 eV
Relative energy (zero: lowest compared OMol25 entry of this formula, charge and spin) ... 138.28 kcal/mol
Energy ... -9400.8713 eV
Highest occupied orbital energy (spin up / spin down) ... -13.43 / -13.43 eV

=====

Entry 2:
CH8N3O | ωB97M-V with the def2-TZVPD basis set

Geometry as ORCA input:
```
! RIJCOSX wB97M-V def2-TZVPD def2/J DEFGRID3
* xyz 1 1
C -0.47401 0.49907 0.63049
N -1.36691 -0.47060 0.68143
N -0.56199 1.59094 1.25173
N 0.70017 0.29168 0.06723
H -2.24171 -0.16495 1.11482
H -1.25011 -1.44664 0.39818
H -1.40005 1.80023 1.79979
H 0.27143 2.17635 1.34786
H 1.44806 0.98405 0.15574
H 0.81949 -0.51380 -0.55202
O 1.21432 -1.61990 -1.92347
H 1.66489 -2.30232 -2.47078
H 1.17642 -0.82410 -2.50100
*
```

Calculated values
Frontier orbital gap ... 12.10 eV
Relative energy (zero: lowest compared OMol25 entry of this formula, charge and spin) ... 17.51 kcal/mol
Energy ... -7679.0867 eV
Highest occupied orbital energy ... -15.33 eV

=====

Entry 3:
C32H39NO2 | ωB97M-V with the def2-TZVPD basis set

Geometry as ORCA input:
```
! RIJCOSX wB97M-V def2-TZVPD def2/J DEFGRID3
* xyz 0 1
C -5.77370 -1.68953 1.68652
H -5.93846 -0.68289 1.87477
H -6.45441 -2.26384 1.92019
H -4.84689 -1.98459 2.08991
C -5.61702 -2.00626 -0.06917
C -4.57634 -0.99309 -0.31503
C -4.72092 0.33860 0.01901
C -3.65666 1.36722 -0.64425
C -2.52755 0.90792 -1.22746
C -2.33394 -0.52926 -1.38660
C -3.42995 -1.16116 -0.98252
H -3.34195 -2.31266 -1.31419
H -1.46569 -1.02522 -1.99340
C -1.32094 1.84388 -1.52656
O -0.47377 1.29683 -2.42129
C -1.62691 3.23811 -1.33156
C -1.42478 3.69363 0.01611
H -2.43219 4.28627 0.33258
H -0.58399 4.73372 -0.08198
C -1.15518 2.81620 1.11290
N -0.40236 1.72307 0.26602
C 0.88758 2.17137 0.15665
C 1.97517 2.11675 1.23295
H 2.92370 2.28008 0.99736
H 1.71235 2.90878 1.69742
C 2.02179 0.63002 1.80377
C 0.50154 0.12151 2.21310
C -0.37049 0.58405 0.94968
H -1.52150 0.15420 1.35647
H -0.03240 -0.34334 0.31166
H 0.18511 1.11782 2.93936
H 0.39413 -0.73209 2.48569
O 2.37134 -0.37593 0.94878
C 3.70107 -0.82345 0.85774
C 3.89488 -2.10064 0.20781
C 2.99635 -2.36822 -0.58859
C 3.20370 -3.76832 -1.44311
C 4.37199 -4.42790 -0.83200
C 5.33124 -3.86938 -0.25699
C 5.01242 -2.58392 0.46966
H 5.97220 -2.37163 1.17574
H 6.14634 -4.36189 0.10472
H 4.44923 -5.42901 -1.57427
H 2.36357 -4.32785 -1.88746
H 1.91798 -1.98189 -0.82456
C 4.67440 0.27065 0.08775
C 4.22837 0.53928 -1.15893
C 4.99490 1.43515 -1.88754
C 5.99499 2.29215 -1.46666
C 6.21974 1.94872 -0.02176
C 5.65318 1.00350 0.61036
H 5.94918 0.75828 1.61877
H 7.40017 2.42141 0.27279
H 6.59738 2.84346 -1.83125
H 4.67803 1.75722 -2.81730
H 3.32937 0.25724 -1.42721
H 4.09730 -0.80707 1.84071
H 2.50546 0.59764 2.76250
H 1.04730 3.17390 -0.40753
H 1.46265 1.36222 -0.48714
H -1.98267 2.24108 1.27885
H -0.55716 3.21294 1.94420
H -0.74893 3.73057 -2.16153
H -2.67894 3.46189 -1.79318
H -3.75895 2.28924 -0.30143
H -5.47664 0.79133 0.36134
C -5.34937 -3.40054 -0.17301
H -4.39673 -3.51689 0.40026
H -5.38546 -3.53893 -1.22764
H -6.13332 -3.84699 0.52500
C -6.88118 -1.30324 -0.51946
H -7.68341 -2.11226 -0.24478
H -6.88444 -1.51148 -1.74113
H -7.22094 -0.16660 -0.56067
*
```

Calculated values
Frontier orbital gap ... 8.57 eV
Relative energy (zero: lowest compared OMol25 entry of this formula, charge and spin) ... 592.41 kcal/mol
Energy ... -39377.3434 eV
Highest occupied orbital energy ... -8.29 eV

=====

Entry 4:
C50H58CrN2O6S2 | ωB97M-V with the def2-TZVPD basis set

Geometry as ORCA input:
```
! RIJCOSX wB97M-V def2-TZVPD def2/J DEFGRID3
* xyz -2 5
Cr 0.67623 0.66682 -2.77982
C 2.53231 -1.59121 -3.94671
O 1.85928 -0.90835 -2.80732
C 1.94447 -1.70503 -1.65380
C 1.00605 -2.70950 -1.47081
C -0.13451 -2.93574 -2.39502
C -1.44144 -2.60092 -1.67867
C -2.28845 -3.61167 -1.28552
C -3.32027 -3.35793 -0.38846
C -3.65754 -1.98269 -0.18489
C -2.89883 -0.93190 -0.67243
C -3.39869 0.46291 -0.28223
C -2.60479 1.74020 -0.22891
C -3.20993 2.87841 -0.73763
C -2.70843 4.17200 -0.56154
C -1.47783 4.26704 0.07807
C -0.73169 3.16931 0.41448
C 0.66730 3.44011 0.82107
C 1.75248 2.39733 1.09950
C 2.40393 2.32322 2.30962
C 3.51116 1.51566 2.52208
C 3.91983 0.70614 1.48099
C 3.36192 0.75400 0.21227
C 3.80714 -0.26289 -0.83442
C 2.93249 -1.47831 -0.75938
C 3.06841 -2.28778 0.35564
C 2.28622 -3.42998 0.51710
C 1.15794 -3.53724 -0.35540
C 2.69198 -4.51506 1.53557
C 1.68425 -5.69363 1.76190
C 4.03311 -5.12037 1.20303
C 2.57236 -3.73083 2.89309
C 2.15516 1.55690 0.00003
O 1.49917 1.47572 -1.14291
C 4.07394 1.36018 3.97001
C 3.85953 -0.09630 4.36986
C 5.50989 1.81137 4.07657
C 3.26056 2.21923 4.93334
C -1.34565 1.89784 0.42702
O -0.73605 0.84559 1.02537
C -0.84830 0.87731 2.43146
C -3.42333 5.35043 -1.13993
C -3.06154 5.39177 -2.66045
C -3.12128 6.73877 -0.53720
C -4.97421 5.23018 -0.99471
C -1.76921 -1.19967 -1.55950
O -1.10511 -0.30153 -2.19455
C -4.15567 -4.52294 0.22047
C -4.93301 -4.14466 1.50549
C -3.18197 -5.64017 0.54556
C -5.17438 -4.99810 -0.82364
H 1.74406 -1.68636 -4.74332
H 2.82168 -2.61489 -3.65880
H 3.39995 -0.95892 -4.32164
H -0.13916 -3.96832 -2.75806
H 0.02957 -2.30862 -3.25022
H -2.15384 -4.61499 -1.71502
H -4.56364 -1.85906 0.41091
H -3.89421 0.39282 0.70368
H -4.25768 0.70976 -0.93795
H -4.14190 2.74915 -1.31765
H -1.05313 5.26248 0.26203
H 0.67660 4.08852 1.68629
H 1.05348 4.14910 0.07812
H 2.11278 3.01327 3.07863
H 4.60670 -0.12188 1.69329
H 4.87326 -0.56458 -0.60614
H 3.80969 0.21580 -1.84590
H 3.82122 -1.99810 1.07395
H 0.41551 -4.28562 -0.18214
H 1.70098 -6.38504 0.86429
H 0.66017 -5.34764 1.94255
H 1.84553 -6.34483 2.67323
H 3.92043 -5.67908 0.25586
H 4.28282 -5.85704 2.04142
H 4.78994 -4.33058 1.16561
H 1.65117 -3.15829 2.90469
H 3.40603 -3.03448 3.07295
H 2.57322 -4.39681 3.76124
H 4.29541 -0.85215 3.67598
H 2.78181 -0.31382 4.41414
H 4.28313 -0.26500 5.37620
H 6.14443 1.31342 3.30255
H 5.93029 1.57049 5.07275
H 5.56246 2.89787 3.88104
H 2.20876 1.97517 4.88365
H 3.40711 3.31265 4.78426
H 3.58195 1.93571 5.95400
H -1.19042 1.87343 2.85189
H 0.15213 0.61667 2.86649
H -1.63096 0.11284 2.72599
H -2.07848 5.81994 -2.82359
H -3.78013 6.01806 -3.15673
H -3.13881 4.39106 -3.15723
H -2.06046 7.04657 -0.75295
H -3.28585 6.74513 0.54995
H -3.79271 7.47155 -0.94611
H -5.26304 4.18490 -1.26539
H -5.50570 6.12266 -1.35945
H -5.25046 5.22656 0.12025
H -4.27389 -3.53107 2.11884
H -5.32538 -5.03487 2.03936
H -5.71350 -3.50256 1.14583
H -2.44758 -5.38016 1.32811
H -2.52291 -5.94995 -0.29117
H -3.60450 -6.58466 0.80681
H -5.93193 -4.19945 -1.01852
H -5.59099 -5.96836 -0.55674
H -4.81463 -5.12922 -1.88110
S 2.19217 1.89392 -4.15867
C 1.24670 3.21326 -3.56559
S -0.39003 2.79189 -3.23602
C 1.73745 4.59666 -3.48943
C 0.93562 5.57093 -2.81302
N 0.22434 6.49444 -2.55296
C 3.09925 4.96568 -3.69087
N 4.10235 5.54095 -3.91904
O -5.29378 1.30796 -11.62377
O -5.51547 0.68104 -10.60539
*
```

Calculated values
Frontier orbital gap (spin up / spin down) ... 1.57 / 1.55 eV
Relative energy (zero: lowest compared OMol25 entry of this formula, charge and spin) ... 0.00 kcal/mol
Energy ... -118144.7436 eV
Highest occupied orbital energy (spin up / spin down) ... 0.89 / 1.45 eV

=====

- Which of these has the highest energy?
  CH8N3O

=====

- Which of these has the lowest relative energy (zero: lowest compared OMol25 entry of this formula, charge and spin)?
  C50H58CrN2O6S2

=====

- What is the energy in the first record?
  -9400.8713 eV